ORCA calculation (ωB97M-V/def2-TZVPD) on a structure of composition C20H23Cl3HfO at a distorted geometry.

The calculation puts the strongest force on any atom at 12.24 eV Å⁻¹. The energy above the lowest of the compared OMol25 structures with the same formula, charge and spin is 0.00 kcal per mole. Its HOMO-LUMO gap is 0.184 Eh. Its total charge is -2.

XYZ file:
```
48
Properties=species:S:1:pos:R:3:forces:R:3
C -2.709 -0.224 -1.272 0.46 1.46 0.40
C -2.146 1.068 -1.642 -0.33 -0.60 0.47
C -1.920 1.778 -0.397 -0.63 -0.38 0.38
C -2.437 1.743 -2.956 0.22 0.54 0.24
C -2.304 0.919 0.683 0.47 0.65 -2.40
C -2.745 -0.295 0.123 -0.53 -0.17 -0.19
C -3.272 -1.453 0.911 0.28 -0.44 -0.41
C -3.256 -1.220 -2.219 -0.48 -0.36 0.14
C -1.803 3.273 -0.284 -0.19 -0.18 0.32
C -2.326 1.294 2.093 -0.57 -0.09 1.40
Hf 0.288 0.818 -1.474 -3.43 -8.05 8.56
Cl 1.134 1.971 -2.928 3.87 5.55 -6.80
Cl 0.087 -1.233 -2.747 -0.10 -0.27 -0.74
Cl 1.132 1.889 0.446 0.30 1.49 0.69
H -2.482 1.026 -3.766 0.10 -0.17 -0.23
H -1.663 2.492 -3.199 -0.41 -0.16 -0.11
H -3.404 2.264 -2.920 -0.03 0.06 -0.06
H -1.223 3.694 -1.100 0.15 0.23 -0.10
H -1.329 3.556 0.661 0.07 0.01 -0.20
H -2.803 3.739 -0.300 0.10 0.00 -0.07
H -1.518 1.972 2.361 0.15 0.06 -0.01
H -2.248 0.398 2.734 0.08 0.33 -0.18
H -3.291 1.796 2.377 0.61 -0.25 -0.22
H -2.735 -1.533 1.852 0.07 -0.17 -0.01
H -3.088 -2.386 0.350 -0.02 0.34 0.43
H -4.348 -1.372 1.107 -0.13 0.11 0.00
H -2.763 -1.159 -3.180 0.16 -0.11 -0.25
H -4.349 -1.080 -2.384 0.47 0.00 0.09
H -3.121 -2.227 -1.813 0.04 -0.03 -0.19
O -0.360 -1.945 0.913 1.01 0.06 -2.77
H 0.044 -2.027 -0.043 -1.06 0.11 2.81
C 4.065 -0.469 3.401 0.53 -0.34 -1.24
C 2.699 -0.204 3.200 -0.54 -0.26 -0.15
C 2.091 -0.474 1.983 0.65 0.23 -0.23
C 2.871 -0.796 0.812 1.04 -0.06 1.97
C 2.375 -0.694 -0.504 -1.29 0.01 -1.99
C 3.140 -1.292 -1.497 0.45 0.01 0.41
C 4.424 -1.862 -1.235 -0.03 -0.04 0.18
C 4.991 -1.789 0.014 -0.53 0.37 0.07
C 4.237 -1.208 1.090 -0.78 -0.08 -1.80
C 4.800 -1.017 2.346 0.78 0.29 2.08
H 4.535 -0.277 4.357 0.06 0.02 0.08
H 2.101 0.201 4.027 0.14 -0.38 -0.29
H 1.016 -0.507 1.852 -0.18 0.22 -0.09
H 2.767 -1.358 -2.522 0.09 0.14 0.22
H 4.977 -2.344 -2.046 -0.09 0.11 0.10
H 5.994 -2.155 0.226 -0.02 0.01 -0.11
H 5.874 -1.288 2.510 -0.96 0.18 -0.18
```
Positions in Å, forces in eV/Å.

For each atom in turn, the Mulliken charge in e is:
1. C 0.5344
2. C 1.0533
3. C 0.4728
4. C -1.5960
5. C 0.5448
6. C 1.1609
7. C -2.2253
8. C -2.0226
9. C -1.4142
10. C -1.8716
11. Hf 1.1851
12. Cl -0.4333
13. Cl -0.5459
14. Cl -0.5109
15. H 0.3826
16. H 0.2657
17. H 0.3452
18. H 0.2667
19. H 0.3566
20. H 0.3162
21. H 0.3808
22. H 0.3771
23. H 0.2542
24. H 0.4484
25. H 0.3947
26. H 0.3153
27. H 0.3714
28. H 0.2752
29. H 0.4197
30. O -0.9860
31. H 0.1114
32. C -0.3811
33. C -0.5712
34. C -0.4346
35. C 0.2316
36. C 0.1929
37. C -0.4446
38. C -0.7026
39. C -0.8321
40. C 0.6392
41. C -0.5322
42. H 0.3629
43. H 0.3149
44. H 0.5910
45. H 0.1976
46. H 0.2912
47. H 0.2685
48. H 0.1819